38
Properties=species:S:1:pos:R:3:forces:R:3:nbo_charge:R:1 method="wB97M-V/def2-TZVPD" de_lowest_ev=0.3716 lumo_energy_ha="-0.304 / -0.371" orbital_gap_ev="6.143 / 5.087" energy_ev=-72410.4861 charge=+2 multiplicity=3 s2=2.052
I 0.141 -0.268 3.036 -0.65 -0.45 -0.59 0.161
I 2.400 2.243 -0.812 -0.21 -0.15 -0.02 0.137
Au -1.460 -1.042 -1.549 0.12 -0.06 1.28 0.692
P 0.540 -2.303 -0.948 0.46 -0.88 -1.05 0.928
C 2.081 -2.121 0.004 -0.12 0.45 0.36 -0.951
C 0.063 -4.042 -0.641 -0.43 0.24 0.37 -0.948
H 0.843 -4.742 -0.969 -0.08 0.35 0.03 0.265
H 1.769 -3.229 -2.870 -0.11 0.22 0.05 0.263
H -0.869 -4.254 -1.176 0.17 -0.02 0.08 0.273
H 0.247 -2.358 -3.313 0.34 -0.16 -0.19 0.264
H 1.855 -2.140 1.076 0.16 -0.10 -0.18 0.246
H -0.112 -4.182 0.433 -0.02 -0.05 -0.22 0.255
C 1.141 -2.350 -2.682 -0.22 0.33 0.34 -0.944
H 2.773 -2.940 -0.248 -0.34 0.23 0.02 0.274
H 1.693 -1.421 -2.855 -0.01 -0.22 -0.19 0.246
H 2.551 -1.161 -0.235 0.00 -0.22 0.00 0.241
P -2.283 0.998 -0.491 -0.70 1.26 -0.85 0.921
C -1.712 2.343 0.621 0.46 -0.36 0.21 -0.944
C -2.455 1.887 -2.099 0.35 -0.45 0.27 -0.939
H -4.454 -0.029 -0.598 -0.03 0.05 0.04 0.273
H -4.616 1.671 -0.088 0.34 -0.02 -0.07 0.266
H -4.045 0.441 1.061 -0.07 -0.03 -0.12 0.255
C -4.015 0.761 0.015 0.08 -0.58 0.30 -0.954
H -2.700 1.113 -2.836 -0.09 0.45 -0.11 0.262
H -3.232 2.662 -2.063 0.24 -0.21 0.04 0.263
H -2.430 3.184 0.599 0.24 -0.50 -0.08 0.274
H -0.723 2.698 0.295 -0.35 -0.04 0.09 0.239
H -1.474 2.317 -2.339 -0.31 0.00 -0.12 0.245
H -1.625 1.952 1.645 -0.08 0.26 -0.23 0.244
Cl -2.903 -2.059 -2.975 -0.03 0.01 -0.19 -0.525
N 2.465 1.558 3.857 0.18 0.10 0.22 -0.746
C 2.672 1.899 2.597 -0.06 -0.03 0.83 0.362
N 3.606 2.760 2.238 -0.26 -0.19 -0.39 -0.734
S 1.604 1.128 1.424 0.07 0.02 -0.29 0.091
H 3.031 1.954 4.600 -0.09 -0.08 -0.11 0.436
H 1.708 0.883 4.106 1.14 0.96 -0.07 0.420
H 3.716 3.002 1.243 0.07 -0.08 0.86 0.443
H 4.209 3.188 2.938 -0.14 -0.08 -0.30 0.442

---

51
Properties=species:S:1:pos:R:3:forces:R:3:nbo_charge:R:1 method="wB97M-V/def2-TZVPD" de_lowest_ev=8.1301 lumo_energy_ha=-0.103 orbital_gap_ev=5.278 energy_ev=-50287.8909
Pb -1.779 1.618 -3.147 2.90 -1.48 0.81 1.622
O 2.577 1.708 -2.231 -1.64 -0.63 -1.63 -0.682
C 2.045 1.496 -3.475 4.78 0.35 -4.48 0.936
O 2.783 1.364 -4.490 0.83 -0.28 2.70 -0.685
O 0.847 1.572 -3.834 -6.18 0.26 1.99 -0.860
H 1.743 1.761 -1.758 -0.39 0.25 1.58 0.499
O -0.730 0.724 1.086 -0.72 0.05 -0.95 -0.679
C -0.420 0.916 -0.212 2.89 1.15 -0.11 0.955
O -0.728 0.027 -1.032 -2.17 -0.81 -1.62 -0.842
O 0.289 1.890 -0.509 -0.43 1.00 0.20 -0.790
H -1.316 -0.015 0.910 -0.75 -0.76 1.11 0.497
C 0.463 -3.540 -1.969 -3.29 1.41 3.48 0.756
O -0.410 -3.824 -1.098 1.35 0.34 -1.80 -0.712
N 0.690 -4.229 -3.048 1.26 -1.72 -2.29 -0.825
N 1.100 -2.345 -1.938 0.28 0.32 0.70 -0.853
H 0.070 -4.952 -3.386 0.63 0.01 0.33 0.414
H 1.549 -3.940 -3.493 -0.49 -0.71 -0.83 0.392
H 0.620 -1.668 -1.363 0.62 0.25 0.10 0.432
H 1.802 -2.075 -2.612 -0.37 0.23 0.18 0.396
C -0.617 4.509 2.150 2.48 4.92 0.79 0.742
O -0.649 5.585 2.765 -0.64 -0.47 0.07 -0.710
N -1.457 3.565 2.212 -5.38 -3.41 1.64 -0.821
N 0.330 4.239 1.300 3.60 -0.61 -2.83 -0.843
H -2.262 3.809 2.770 -0.01 -0.66 0.00 0.403
H -1.393 2.670 1.749 0.06 0.25 0.27 0.409
H 1.000 4.927 0.987 -0.30 -0.09 0.44 0.398
H 0.308 3.356 0.809 0.19 0.20 -0.29 0.400
C 3.022 0.968 2.099 -2.30 -0.54 -0.94 0.754
O 2.106 0.185 2.175 -1.09 -1.34 0.00 -0.689
N 3.083 2.028 1.351 -1.44 2.54 -2.74 -0.813
N 4.138 0.930 2.738 4.06 -1.73 4.03 -0.804
H 2.238 2.222 0.834 0.43 0.78 -0.15 0.418
H 3.832 2.647 1.628 -0.98 0.71 -1.34 0.374
H 4.529 1.856 2.834 0.66 -0.84 0.90 0.364
H 4.074 0.325 3.545 0.64 0.25 0.20 0.392
C -1.491 -1.402 4.229 -0.87 1.30 -4.09 0.743
O -2.661 -1.287 4.018 -2.89 1.04 -0.74 -0.678
N -1.020 -2.187 5.086 0.99 -4.92 6.87 -0.813
N -0.466 -0.990 3.515 2.92 2.24 -2.47 -0.813
H -1.755 -2.646 5.605 0.66 -0.06 0.68 0.402
H -0.063 -2.112 5.397 -0.59 -0.48 0.36 0.382
H -0.451 -0.772 2.529 -0.15 0.30 0.64 0.406
H 0.393 -1.393 3.861 0.15 0.57 -1.04 0.368
C -3.271 -1.658 -3.564 1.87 -4.14 -0.60 0.784
O -3.247 -0.488 -3.509 -0.74 7.92 0.18 -0.772
N -4.136 -2.428 -4.135 -4.03 -1.02 -1.74 -0.791
N -2.232 -2.352 -3.198 2.44 -1.22 1.72 -0.788
H -4.983 -2.021 -4.506 0.06 -0.42 0.03 0.411
H -4.013 -3.429 -4.076 -0.48 0.38 -0.27 0.403
H -1.654 -1.815 -2.567 0.55 -0.80 0.39 0.422
H -2.430 -3.328 -3.032 1.01 0.14 0.59 0.390

---

34
Properties=species:S:1:pos:R:3:forces:R:3:nbo_charge:R:1 method="wB97M-V/def2-TZVPD" lumo_energy_ha=-0.275 orbital_gap_ev=8.031 energy_ev=-15603.0985 charge=+2
C -3.214 -4.240 -0.200 0.79 5.38 -1.63 -0.591
C -2.324 -3.170 0.457 4.20 1.03 -0.55 -0.364
C -1.998 -1.822 -0.406 -2.77 -1.07 -2.46 -0.380
C -0.976 -0.833 0.121 0.14 -1.52 -3.12 -0.465
C -0.995 0.458 -0.671 -2.71 1.49 4.06 -0.333
C 0.092 1.480 -0.163 -1.98 -0.54 -0.58 -0.587
C 1.412 0.875 -0.461 0.99 1.27 1.34 0.713
N 2.383 3.269 0.137 0.94 0.74 0.19 -0.612
N 2.155 0.279 0.463 -3.35 0.64 -0.29 -0.376
N 3.387 4.244 -0.231 0.76 1.23 -1.50 -0.555
N 1.646 0.173 1.778 1.36 0.96 -0.45 -0.658
O 2.043 1.072 -1.614 -0.77 -1.09 1.24 -0.598
H -3.425 -4.859 0.534 -0.81 -3.83 2.92 0.222
H -4.149 -3.733 -0.434 -0.16 -0.15 -0.44 0.209
H -2.721 -4.565 -1.079 0.13 -0.92 -0.65 0.218
H -1.255 -3.612 0.744 -1.96 0.50 -0.82 0.176
H -2.620 -2.816 1.431 -0.84 0.06 0.31 0.200
H -3.068 -1.298 -0.497 2.27 -0.84 -0.02 0.209
H -1.632 -2.032 -1.520 -1.15 -0.10 2.17 0.199
H -0.034 -1.379 -0.005 0.28 0.27 0.53 0.193
H -1.277 -0.700 1.082 -0.16 0.86 3.28 0.210
H -2.077 0.964 -0.475 2.62 -0.97 -0.66 0.255
H -0.843 0.399 -1.662 0.03 -0.94 -3.72 0.198
H -0.250 1.551 0.858 1.15 0.23 0.64 0.288
H -0.223 2.417 -0.655 1.17 -0.25 -0.08 0.282
H 2.851 2.384 0.237 0.27 -0.09 0.44 0.379
H 2.868 -0.285 0.067 1.19 -1.06 0.24 0.437
H 2.784 5.071 -0.571 1.84 -1.28 -0.19 0.476
H 4.161 3.859 -0.888 -2.34 0.68 0.09 0.470
H 4.060 4.622 0.448 -0.70 -0.03 1.11 0.438
H 2.024 3.581 1.033 -0.14 -0.20 0.24 0.400
H 2.389 -0.075 2.397 0.16 -0.31 0.41 0.408
H 0.754 -0.252 1.956 -0.08 -0.72 -0.65 0.419
H 1.382 1.490 -2.152 -0.38 0.56 -1.41 0.521

---

42
Properties=species:S:1:pos:R:3:forces:R:3:nbo_charge:R:1 method="wB97M-V/def2-TZVPD" de_lowest_ev=18.3573 lumo_energy_ha=0.090 orbital_gap_ev=5.639 energy_ev=-96283.9374 charge=-1
Br -0.617 0.571 -1.260 -10.05 -1.81 -9.93 -0.304
C -1.455 3.628 -0.120 -0.97 -0.81 -5.32 0.798
O -0.887 3.476 0.911 -6.36 11.83 4.70 -0.624
N -2.562 4.344 -0.268 -1.87 2.35 2.10 -0.835
N -1.130 3.051 -1.273 -0.20 2.90 -0.68 -0.814
H -3.148 4.456 -1.083 0.49 -0.02 0.28 0.397
H -2.590 4.980 0.515 -1.07 0.25 -0.33 0.396
H -1.721 3.367 -2.030 0.58 -0.61 -0.20 0.374
H -0.378 2.398 -1.436 -0.02 0.80 -0.36 0.406
C 0.650 1.232 1.665 0.64 -3.48 -1.15 0.733
O 1.110 0.073 1.691 -1.75 -0.36 6.68 -0.714
N 0.277 1.928 0.651 5.98 -4.22 -0.45 -0.894
N 0.529 1.850 2.762 -0.70 3.75 5.83 -0.813
H -0.420 2.585 0.973 1.89 -3.29 0.23 0.389
H 0.147 1.477 -0.243 1.28 1.97 2.57 0.283
H 0.477 2.846 2.603 -0.09 -0.01 1.23 0.381
H 0.699 1.405 3.652 0.14 0.34 -0.39 0.396
C -3.180 -1.284 -1.081 0.04 -3.44 1.27 0.750
O -4.011 -2.171 -1.135 -2.12 -1.23 -0.25 -0.748
N -3.314 -0.117 -1.599 -2.03 3.60 -1.90 -0.863
N -2.023 -1.509 -0.468 0.03 -1.70 1.33 -0.865
H -4.188 0.148 -2.030 0.33 -0.29 0.10 0.381
H -2.508 0.490 -1.540 -0.56 0.62 -0.37 0.364
H -1.952 -2.374 0.049 0.11 0.30 -0.27 0.395
H -1.331 -0.776 -0.522 -0.17 -1.77 1.31 0.339
C 1.381 -2.076 -1.549 1.11 0.46 0.36 -0.635
C 1.323 -1.303 -0.215 1.99 -1.37 0.40 -0.064
C 2.529 -1.813 0.804 -0.76 0.88 -1.05 -0.052
O 2.263 -2.875 1.719 1.14 -1.60 -1.39 -0.549
C 2.738 -4.157 1.192 -1.17 0.56 0.90 -0.252
N 1.523 0.100 -0.382 6.11 -1.84 -3.63 -0.912
H 1.534 -3.150 -1.443 -0.84 -0.28 0.18 0.181
H 2.322 -1.800 -2.024 0.07 0.46 -0.27 0.193
H 0.565 -1.766 -2.202 -0.02 -0.47 0.00 0.218
H 0.339 -1.454 0.228 0.09 -0.66 0.54 0.158
H 2.935 -1.005 1.413 -0.70 0.18 -0.14 0.197
H 3.386 -2.038 0.169 0.04 -0.55 -0.39 0.135
H 1.980 -4.596 0.544 -0.16 -0.06 -0.06 0.166
H 2.884 -4.811 2.051 -0.11 -0.03 0.07 0.169
H 3.667 -4.172 0.622 0.20 0.74 0.06 0.162
H 1.434 0.392 0.581 2.00 -0.70 -2.51 0.369
H 0.723 0.452 -0.889 7.44 -1.39 0.91 0.205

---

36
Properties=species:S:1:pos:R:3:forces:R:3:nbo_charge:R:1 method="wB97M-V/def2-TZVPD" lumo_energy_ha="0.016 / -0.168" orbital_gap_ev="10.026 / 4.937" energy_ev=-87350.1319 multiplicity=2 s2=0.753
Br 0.597 0.345 0.537 0.03 -0.17 0.01 -0.008
C 2.825 3.490 1.178 1.35 0.04 0.84 -0.259
O 2.013 3.565 0.048 -0.91 -0.09 0.26 -0.708
H 3.730 2.934 0.932 0.55 0.47 -0.05 0.161
H 3.012 4.492 1.565 0.40 0.14 -0.57 0.184
H 2.522 2.994 2.100 -1.24 -0.49 -0.20 0.154
H 1.666 2.683 -0.103 -0.10 -0.04 -0.29 0.464
C -2.568 2.226 -1.624 -1.74 0.74 1.28 -0.251
O -1.200 2.239 -1.808 0.91 -0.20 -0.70 -0.718
H -3.113 2.642 -2.472 0.41 -0.34 -0.34 0.183
H -3.049 1.308 -1.287 0.40 -0.72 -0.61 0.159
H -2.869 2.873 -0.801 0.18 0.55 0.25 0.154
H -0.747 1.683 -1.169 -0.20 -0.04 0.05 0.466
C -0.108 3.761 3.316 0.25 -0.21 0.94 -0.261
O -0.881 2.593 3.308 -1.12 -0.87 -0.02 -0.718
H -0.579 4.522 3.937 -0.61 0.16 -0.66 0.185
H 0.736 3.517 3.961 0.99 0.37 -0.72 0.163
H 0.057 4.022 2.270 0.62 0.74 0.35 0.184
H -0.345 1.933 2.864 -0.12 -0.19 0.10 0.451
C -0.473 -4.732 0.497 -2.34 -0.44 -0.99 -0.628
C 0.284 -3.955 -0.553 1.65 0.85 1.21 -0.085
C -0.436 -2.918 -1.364 -0.38 -0.27 -1.42 -0.062
O 0.423 -2.263 -2.324 0.85 -1.28 1.84 -0.538
C -0.280 -1.417 -3.163 -0.58 -0.39 -0.24 -0.239
N 1.291 -3.215 0.235 1.12 -0.14 0.08 -0.800
H -0.011 -5.624 0.922 0.79 0.53 0.11 0.227
H -1.370 -5.185 0.075 -0.44 0.05 -0.20 0.208
H -0.835 -4.028 1.246 0.14 -0.25 0.32 0.203
H 0.749 -4.623 -1.279 0.39 0.01 0.14 0.202
H -0.950 -2.166 -0.765 -0.16 0.04 0.23 0.164
H -1.145 -3.518 -1.934 -0.73 0.34 -0.20 0.168
H -1.099 -2.014 -3.562 -0.49 0.38 -0.42 0.157
H 0.367 -1.122 -3.989 0.00 0.19 0.22 0.198
H -0.668 -0.569 -2.598 -0.13 0.36 -0.25 0.163
H 0.810 -2.608 0.883 -0.54 0.55 -0.25 0.334
H 1.642 -3.866 0.923 0.78 -0.38 -0.11 0.345

---

43
Properties=species:S:1:pos:R:3:forces:R:3:nbo_charge:R:1 method="wB97M-V/def2-TZVPD" de_lowest_ev=0.0000 lumo_energy_ha=0.013 orbital_gap_ev=8.756 energy_ev=-64747.1068
C -2.650 -1.385 3.808 0.76 0.12 -0.34 -1.018
P -2.691 -2.610 2.456 -1.67 -0.61 -0.70 1.262
O -2.173 -1.766 1.167 0.19 0.02 1.01 -0.963
N -1.384 -3.841 2.877 -0.08 1.03 -0.01 -1.123
S -0.510 -3.639 4.373 0.35 0.11 0.19 0.196
S -0.284 -4.090 1.681 1.18 -0.62 0.76 2.539
O 0.382 -5.327 1.851 -0.28 -0.33 -0.03 -0.899
O 0.526 -2.935 1.504 -0.32 0.37 -0.53 -0.923
F -1.254 -4.264 0.487 -0.12 0.25 0.03 -0.455
H -3.193 -1.762 4.670 0.11 0.02 0.10 0.246
H -3.162 -0.503 3.416 -0.22 -0.14 -0.05 0.256
H -1.633 -1.079 4.059 -0.05 -0.04 0.26 0.246
H -1.649 -0.984 1.401 0.19 0.12 -0.67 0.514
H -1.490 -4.020 5.205 -0.12 -0.28 -0.25 0.119
O -1.184 0.532 -0.254 0.25 -2.79 -0.59 -1.065
P 0.083 0.727 -1.022 1.03 4.92 0.29 2.364
N 1.166 1.273 0.172 0.15 0.02 -0.27 -0.830
C 1.572 2.623 0.482 0.07 0.17 -0.01 -0.389
C 1.441 0.294 1.205 -0.10 -0.29 0.04 -0.410
N -0.455 1.897 -2.159 -0.70 0.06 0.27 -0.800
C 0.220 3.145 -2.444 0.42 -0.17 -0.43 -0.403
C -1.899 2.068 -2.294 -0.13 0.06 0.19 -0.399
N 1.268 0.139 -2.048 -0.91 -1.77 -0.03 -0.781
C 2.698 0.351 -1.934 0.28 -0.22 0.41 -0.387
C 0.837 -0.367 -3.348 -0.04 -0.05 -0.05 -0.402
H 2.664 2.683 0.579 -0.02 -0.01 0.07 0.179
H 1.131 2.979 1.422 -0.01 -0.03 0.00 0.181
H 1.295 3.332 -0.290 -0.07 -0.12 0.00 0.208
H 2.057 -0.532 0.828 -0.08 -0.06 0.07 0.194
H 0.514 -0.135 1.596 0.08 -0.07 0.07 0.194
H 1.978 0.739 2.041 0.00 0.16 -0.08 0.205
H -0.020 3.923 -1.708 0.02 0.03 -0.04 0.173
H -0.090 3.519 -3.424 -0.06 -0.04 0.01 0.194
H 1.303 3.023 -2.500 0.00 -0.06 0.16 0.199
H -2.322 2.696 -1.500 -0.05 -0.01 -0.02 0.179
H -2.411 1.111 -2.275 0.02 -0.01 0.11 0.219
H -2.119 2.534 -3.257 0.14 0.06 0.00 0.184
H 2.980 1.382 -2.167 -0.03 0.01 0.03 0.182
H 3.221 -0.304 -2.632 -0.15 -0.01 -0.09 0.200
H 3.080 0.098 -0.947 -0.06 0.12 0.04 0.216
H 0.903 0.409 -4.117 0.00 0.01 0.01 0.189
H -0.194 -0.715 -3.307 -0.04 0.08 0.01 0.212
H 1.448 -1.218 -3.655 0.03 0.00 0.08 0.196

---

Repeat the first record exactly.
38
Properties=species:S:1:pos:R:3:forces:R:3:nbo_charge:R:1 method="wB97M-V/def2-TZVPD" de_lowest_ev=0.3716 lumo_energy_ha="-0.304 / -0.371" orbital_gap_ev="6.143 / 5.087" energy_ev=-72410.4861 charge=+2 multiplicity=3 s2=2.052
I 0.141 -0.268 3.036 -0.65 -0.45 -0.59 0.161
I 2.400 2.243 -0.812 -0.21 -0.15 -0.02 0.137
Au -1.460 -1.042 -1.549 0.12 -0.06 1.28 0.692
P 0.540 -2.303 -0.948 0.46 -0.88 -1.05 0.928
C 2.081 -2.121 0.004 -0.12 0.45 0.36 -0.951
C 0.063 -4.042 -0.641 -0.43 0.24 0.37 -0.948
H 0.843 -4.742 -0.969 -0.08 0.35 0.03 0.265
H 1.769 -3.229 -2.870 -0.11 0.22 0.05 0.263
H -0.869 -4.254 -1.176 0.17 -0.02 0.08 0.273
H 0.247 -2.358 -3.313 0.34 -0.16 -0.19 0.264
H 1.855 -2.140 1.076 0.16 -0.10 -0.18 0.246
H -0.112 -4.182 0.433 -0.02 -0.05 -0.22 0.255
C 1.141 -2.350 -2.682 -0.22 0.33 0.34 -0.944
H 2.773 -2.940 -0.248 -0.34 0.23 0.02 0.274
H 1.693 -1.421 -2.855 -0.01 -0.22 -0.19 0.246
H 2.551 -1.161 -0.235 0.00 -0.22 0.00 0.241
P -2.283 0.998 -0.491 -0.70 1.26 -0.85 0.921
C -1.712 2.343 0.621 0.46 -0.36 0.21 -0.944
C -2.455 1.887 -2.099 0.35 -0.45 0.27 -0.939
H -4.454 -0.029 -0.598 -0.03 0.05 0.04 0.273
H -4.616 1.671 -0.088 0.34 -0.02 -0.07 0.266
H -4.045 0.441 1.061 -0.07 -0.03 -0.12 0.255
C -4.015 0.761 0.015 0.08 -0.58 0.30 -0.954
H -2.700 1.113 -2.836 -0.09 0.45 -0.11 0.262
H -3.232 2.662 -2.063 0.24 -0.21 0.04 0.263
H -2.430 3.184 0.599 0.24 -0.50 -0.08 0.274
H -0.723 2.698 0.295 -0.35 -0.04 0.09 0.239
H -1.474 2.317 -2.339 -0.31 0.00 -0.12 0.245
H -1.625 1.952 1.645 -0.08 0.26 -0.23 0.244
Cl -2.903 -2.059 -2.975 -0.03 0.01 -0.19 -0.525
N 2.465 1.558 3.857 0.18 0.10 0.22 -0.746
C 2.672 1.899 2.597 -0.06 -0.03 0.83 0.362
N 3.606 2.760 2.238 -0.26 -0.19 -0.39 -0.734
S 1.604 1.128 1.424 0.07 0.02 -0.29 0.091
H 3.031 1.954 4.600 -0.09 -0.08 -0.11 0.436
H 1.708 0.883 4.106 1.14 0.96 -0.07 0.420
H 3.716 3.002 1.243 0.07 -0.08 0.86 0.443
H 4.209 3.188 2.938 -0.14 -0.08 -0.30 0.442